# C42H69BCdN10PS3

A molecular structure, C42H69BCdN10PS3 (ωB97M-V/def2-TZVPD, OMol25).

Cartesian coordinates (Å):
Cd (0.85, -1.58, 0.56)
C (-0.24, 1.50, -3.72)
C (-0.59, 1.81, -2.29)
C (-0.78, 3.08, -1.89)
C (-1.03, 3.41, -0.52)
N (-1.12, 2.49, 0.37)
N (-1.02, 1.20, -0.04)
B (-1.57, 0.29, 0.99)
N (-1.63, 0.82, 2.38)
N (-2.79, 1.49, 2.57)
C (-2.95, 2.12, 3.69)
C (-1.92, 2.11, 4.68)
C (-0.79, 1.38, 4.51)
C (0.27, 1.31, 5.56)
C (-0.64, 0.66, 3.27)
S (0.68, -0.31, 2.92)
C (-4.30, 2.82, 3.87)
C (-5.39, 1.73, 3.86)
C (-4.36, 3.58, 5.19)
C (-4.53, 3.79, 2.71)
N (-2.60, -0.72, 0.56)
N (-3.55, 0.04, -0.04)
C (-4.64, -0.53, -0.44)
C (-4.81, -1.93, -0.26)
C (-3.84, -2.69, 0.30)
C (-3.98, -4.17, 0.46)
C (-2.64, -2.05, 0.74)
S (-1.35, -2.92, 1.39)
C (-5.65, 0.39, -1.12)
C (-6.01, 1.52, -0.16)
C (-6.92, -0.37, -1.51)
C (-5.00, 0.97, -2.38)
C (-0.70, 0.78, -1.29)
S (-0.47, -0.86, -1.59)
C (-1.29, 4.85, -0.08)
C (-0.53, 5.84, -0.97)
C (-2.80, 5.08, -0.22)
C (-0.87, 5.06, 1.38)
H (-1.00, 1.91, -4.39)
H (-0.17, 0.43, -3.91)
H (0.71, 1.96, -3.98)
H (-0.71, 3.88, -2.62)
H (-2.04, 2.70, 5.58)
H (0.16, 2.12, 6.28)
H (1.27, 1.34, 5.12)
H (0.20, 0.36, 6.10)
H (-5.24, 1.02, 4.68)
H (-5.37, 1.18, 2.92)
H (-6.37, 2.20, 3.98)
H (-4.27, 2.92, 6.06)
H (-5.33, 4.08, 5.26)
H (-3.59, 4.35, 5.26)
H (-4.34, 3.30, 1.75)
H (-3.86, 4.66, 2.78)
H (-5.56, 4.15, 2.72)
H (-5.72, -2.41, -0.60)
H (-4.97, -4.50, 0.13)
H (-3.83, -4.47, 1.50)
H (-3.22, -4.69, -0.13)
H (-6.57, 1.15, 0.70)
H (-6.63, 2.26, -0.67)
H (-5.11, 2.02, 0.21)
H (-7.40, -0.83, -0.65)
H (-6.72, -1.15, -2.26)
H (-7.63, 0.33, -1.95)
H (-4.09, 1.52, -2.12)
H (-5.69, 1.66, -2.87)
H (-4.73, 0.18, -3.10)
H (-0.97, 5.93, -1.96)
H (0.53, 5.56, -1.08)
H (-0.56, 6.83, -0.51)
H (-3.12, 4.96, -1.26)
H (-3.06, 6.09, 0.10)
H (-3.36, 4.36, 0.39)
H (0.22, 5.08, 1.48)
H (-1.26, 4.27, 2.03)
H (-1.26, 6.02, 1.73)
N (2.88, -1.45, 0.72)
P (3.60, -2.09, -0.50)
N (3.10, -3.61, -1.09)
C (1.86, -3.70, -1.87)
C (1.79, -5.04, -2.60)
C (1.86, -6.19, -1.60)
C (3.10, -6.04, -0.71)
C (3.13, -4.66, -0.06)
N (3.48, -1.20, -1.92)
C (3.86, -1.65, -3.26)
C (5.11, -0.95, -3.78)
C (5.00, 0.57, -3.66)
C (4.59, 0.98, -2.25)
C (3.31, 0.25, -1.84)
N (5.18, -2.40, -0.11)
C (6.09, -3.16, -0.96)
C (7.44, -2.46, -1.07)
C (8.02, -2.21, 0.33)
C (7.03, -1.40, 1.16)
C (5.70, -2.13, 1.24)
H (1.78, -2.87, -2.56)
H (0.98, -3.65, -1.20)
H (2.65, -5.10, -3.28)
H (0.88, -5.08, -3.19)
H (1.87, -7.15, -2.12)
H (0.96, -6.17, -0.97)
H (4.00, -6.16, -1.32)
H (3.11, -6.81, 0.06)
H (4.03, -4.54, 0.54)
H (2.27, -4.56, 0.61)
H (3.03, -1.44, -3.94)
H (4.01, -2.73, -3.24)
H (5.27, -1.24, -4.82)
H (5.98, -1.30, -3.21)
H (4.25, 0.94, -4.38)
H (5.95, 1.03, -3.93)
H (4.44, 2.06, -2.19)
H (5.37, 0.71, -1.54)
H (2.50, 0.54, -2.54)
H (3.01, 0.52, -0.84)
H (5.65, -3.30, -1.95)
H (6.25, -4.16, -0.54)
H (7.30, -1.49, -1.56)
H (8.13, -3.05, -1.68)
H (8.99, -1.71, 0.26)
H (8.19, -3.18, 0.82)
H (6.87, -0.42, 0.69)
H (7.42, -1.22, 2.17)
H (4.95, -1.56, 1.78)
H (5.85, -3.08, 1.77)

Summary:
frontier orbital gap	5.59	eV
lowest unoccupied orbital energy	-3.92	eV
HOMO energy	-9.51	eV
charge	+1